No. 1
The following is a DFT calculation (ωB97M-V/def2-TZVPD) of a single C5H8O2 molecule in a non-equilibrium geometry.

CARTESIAN COORDINATES (ANGSTROEM)
C  1.852  -0.260  1.039
C  0.809  0.521  0.295
O  1.124  1.562  -0.244
C  -0.613  -0.036  0.134
O  -1.065  -0.759  1.235
C  -0.725  -0.399  -1.309
C  -1.339  0.923  -0.733
H  2.813  -0.031  0.570
H  1.664  -1.334  1.056
H  1.878  0.113  2.067
H  -1.678  -1.435  0.921
H  -1.556  -0.990  -1.685
H  0.202  -0.698  -1.805
H  -2.412  0.884  -0.870
H  -0.955  1.939  -0.670

Energy above the lowest of the compared OMol25 structures with the same formula, charge and spin in kJ/mol: 189.8
DFT total energy in a.u.: -345.73267
LUMO energy in Ha: 0.028
Structure (SMILES): CC(=O)C1(O)CC1
Frontier orbital gap in Ha: 0.3790

No. 2
The following is a DFT calculation (ωB97M-V/def2-TZVPD) of 2 unconnected molecules or ions with the total composition C5H8O2.

CARTESIAN COORDINATES (ANGSTROEM)
O  -1.603  1.256  -0.617
C  -0.340  1.024  -1.207
C  0.693  1.058  -0.104
C  -0.584  -1.472  1.174
C  0.336  -2.253  0.620
C  2.057  0.501  -0.327
O  1.919  1.787  -0.407
H  -2.273  1.246  -1.311
H  -0.087  1.805  -1.941
H  -0.313  0.051  -1.727
H  0.322  1.220  0.907
H  -0.531  -1.186  2.222
H  -1.410  -1.049  0.605
H  0.297  -2.534  -0.431
H  1.175  -2.647  1.188

Energy above the lowest of the compared OMol25 structures with the same formula, charge and spin in kJ/mol: 479.8
DFT total energy in a.u.: -345.62221
LUMO energy in Ha: 0.025
Frontier orbital gap in Ha: 0.3767

No. 3
The following is a DFT calculation (ωB97M-V/def2-TZVPD) of a molecular structure, C5H8O2.

CARTESIAN COORDINATES (ANGSTROEM)
C  0.359  -1.933  0.091
C  -0.115  -0.548  -0.204
C  -1.299  0.188  0.355
C  0.068  0.834  0.354
O  0.722  1.255  1.495
C  0.480  1.219  -1.051
O  0.124  -0.088  -1.541
H  -0.227  -2.646  -0.502
H  0.249  -2.188  1.148
H  1.411  -2.034  -0.196
H  -2.105  0.505  -0.305
H  -1.602  -0.124  1.353
H  0.425  2.157  1.679
H  -0.053  2.027  -1.567
H  1.564  1.376  -1.109

Energy above the lowest of the compared OMol25 structures with the same formula, charge and spin in kJ/mol: 237.3
DFT total energy in a.u.: -345.71458
LUMO energy in Ha: 0.029
Frontier orbital gap in Ha: 0.3672

No. 4
The following is a DFT calculation (ωB97M-V/def2-TZVPD) of a single C5H8O2 molecule in a non-equilibrium geometry.

CARTESIAN COORDINATES (ANGSTROEM)
O  0.880  -0.534  2.233
C  -0.195  -0.221  1.388
C  -0.377  -1.115  0.131
C  -0.022  0.118  -0.720
C  -0.064  0.334  -2.396
O  1.023  -0.092  -1.581
C  -0.013  1.038  0.485
H  1.678  -0.620  1.694
H  -1.074  -0.192  2.036
H  0.407  -1.873  0.011
H  -1.352  -1.604  0.038
H  -1.040  0.067  -1.834
H  0.031  1.392  -2.660
H  0.946  1.541  0.596
H  -0.828  1.765  0.578

Energy above the lowest of the compared OMol25 structures with the same formula, charge and spin in kJ/mol: 505.0
DFT total energy in a.u.: -345.61260
LUMO energy in Ha: 0.031
Structure (SMILES): O[C@H]1C[C@]2(CO2)C1
Frontier orbital gap in Ha: 0.3404

No. 5
The following is a DFT calculation (ωB97M-V/def2-TZVPD) of a single C5H8O2 molecule.

CARTESIAN COORDINATES (ANGSTROEM)
C  -1.055  -0.454  -1.013
C  0.154  -0.169  -0.151
O  0.045  -0.811  1.120
C  -0.865  -0.297  1.958
O  -1.454  0.742  1.816
C  0.887  1.133  -0.192
C  1.549  -0.130  -0.686
H  -1.836  0.286  -0.816
H  -1.452  -1.446  -0.768
H  -0.792  -0.469  -2.075
H  -1.007  -0.995  2.798
H  0.565  1.880  -0.913
H  1.233  1.546  0.751
H  1.690  -0.260  -1.755
H  2.338  -0.557  -0.074

Energy above the lowest of the compared OMol25 structures with the same formula, charge and spin in kJ/mol: 96.5
DFT total energy in a.u.: -345.76818
LUMO energy in Ha: 0.036
Structure (SMILES): CC1(OC=O)CC1
Frontier orbital gap in Ha: 0.4182

No. 6
The following is a DFT calculation (ωB97M-V/def2-TZVPD) of 2 unconnected molecules or ions with the total composition C5H8O2P in a non-equilibrium geometry.

CARTESIAN COORDINATES (ANGSTROEM)
C  1.386  -2.132  1.075
C  0.975  -1.995  -0.068
C  -1.574  0.689  0.789
C  0.556  -1.660  -1.308
C  -0.196  1.343  0.776
O  -0.460  1.844  -1.963
O  1.943  1.718  -1.048
P  0.497  1.278  -1.001
H  1.722  -2.855  1.740
H  -1.659  -0.072  1.605
H  -2.266  1.415  1.092
H  -1.778  0.524  -0.297
H  -0.547  -1.780  -1.532
H  1.241  -1.829  -2.163
H  0.532  1.037  1.550
H  -0.370  2.474  0.752

Energy above the lowest of the compared OMol25 structures with the same formula, charge and spin in kJ/mol: 260.9
DFT total energy in a.u.: -687.11719
LUMO energy (spin up / spin down) in Ha: 0.134 / 0.134
Charge: -1
Frontier orbital gap (spin up / spin down) in Ha: 0.2469 / 0.2470

No. 7
The following is a DFT calculation (ωB97M-V/def2-TZVPD) of a molecular structure, C5H8O2P in a non-equilibrium geometry.

CARTESIAN COORDINATES (ANGSTROEM)
C  2.677  -1.002  0.046
C  1.821  0.038  -0.163
C  -0.212  1.607  0.136
C  0.692  0.518  0.586
C  -0.933  0.433  -0.536
O  -3.640  0.460  -0.562
O  -2.540  -1.775  -0.132
P  -2.539  -0.077  0.295
H  3.504  -1.227  -0.500
H  2.482  -1.566  0.855
H  1.961  0.613  -0.973
H  -0.765  1.958  0.883
H  0.337  2.278  -0.533
H  0.507  -0.023  1.418
H  -0.542  0.024  -1.493
H  -2.810  -2.259  0.672

Energy above the lowest of the compared OMol25 structures with the same formula, charge and spin in kJ/mol: 105.7
DFT total energy in a.u.: -687.01310
LUMO energy (spin up / spin down) in Ha: 0.146 / 0.073
Charge: -1
Frontier orbital gap (spin up / spin down) in Ha: 0.1623 / 0.1719
Multiplicity: 3

No. 8
The following is a DFT calculation (ωB97M-V/def2-TZVPD) of a single C5H8O2S molecule in a non-equilibrium geometry.

CARTESIAN COORDINATES (ANGSTROEM)
C  2.717  -0.636  -0.231
C  1.764  0.510  -0.366
C  0.427  0.520  -0.208
C  -0.376  1.779  -0.439
O  -1.051  2.201  0.738
C  -0.348  -0.688  0.182
O  0.211  -1.360  1.178
S  -1.747  -1.169  -0.531
H  3.331  -0.689  -1.128
H  2.224  -1.595  -0.099
H  3.384  -0.489  0.651
H  2.228  1.410  -0.665
H  -1.176  1.604  -1.189
H  0.275  2.581  -0.819
H  -0.357  2.365  1.433
H  -0.339  -2.109  1.343

Energy above the lowest of the compared OMol25 structures with the same formula, charge and spin in kJ/mol: 88.3
DFT total energy in a.u.: -743.95376
LUMO energy in Ha: 0.002
Structure (SMILES): C/C=C(/CO)C(O)=S
Frontier orbital gap in Ha: 0.3301

No. 9
The following is a DFT calculation (ωB97M-V/def2-TZVPD) of a single C5H8O2S molecule in a non-equilibrium geometry.

CARTESIAN COORDINATES (ANGSTROEM)
C  2.153  -0.911  0.124
O  1.494  0.277  -0.283
C  0.170  0.305  0.245
C  -0.516  1.730  0.018
O  -1.904  1.339  -0.149
C  -2.205  0.031  -0.114
S  -3.711  -0.565  0.080
C  -0.837  -0.693  -0.405
H  2.125  -1.037  1.235
H  3.226  -0.849  -0.070
H  1.982  -1.819  -0.451
H  0.186  0.188  1.414
H  -0.328  2.519  0.796
H  -0.181  2.137  -0.963
H  -0.858  -1.744  0.007
H  -0.797  -0.908  -1.483

Energy above the lowest of the compared OMol25 structures with the same formula, charge and spin in kJ/mol: 171.1
DFT total energy in a.u.: -743.92224
LUMO energy in Ha: 0.020
Structure (SMILES): CO[C@H]1COC(=S)C1
Frontier orbital gap in Ha: 0.3411

No. 10
The following is a DFT calculation (ωB97M-V/def2-TZVPD) of a single C5H8O2S molecule in a non-equilibrium geometry.

CARTESIAN COORDINATES (ANGSTROEM)
C  0.095  -1.733  -0.946
C  -0.490  -0.938  0.206
C  -1.090  0.466  0.102
S  -1.282  1.151  -1.532
C  0.288  0.240  0.769
O  0.326  0.273  2.158
C  1.437  0.967  0.141
O  2.295  1.370  0.843
H  0.848  -1.097  -1.549
H  -0.779  -1.909  -1.648
H  0.596  -2.657  -0.633
H  -1.117  -1.515  0.937
H  -1.839  0.743  0.847
H  -1.472  2.411  -1.142
H  0.770  1.103  2.416
H  1.414  1.125  -0.971

Energy above the lowest of the compared OMol25 structures with the same formula, charge and spin in kJ/mol: 167.2
DFT total energy in a.u.: -743.92370
LUMO energy in Ha: 0.023
Structure (SMILES): C[C@@H]1[C@H](S)[C@]1(O)C=O
Frontier orbital gap in Ha: 0.3480

- Which of these has the lowest DFT total energy?
  number 8

- The lowest energy above the lowest of the compared OMol25 structures with the same formula, charge and spin belongs to which entry?
  number 8

- Among the records above, which one has the highest energy above the lowest of the compared OMol25 structures with the same formula, charge and spin?
  number 4

- Look up the DFT total energy of the tenth one.
  -743.92370 a.u.